Density functional theory data (ωB97M-V with the def2-TZVPD basis set) for C2H11N2OSi as an isolated structure in a non-equilibrium geometry.

Each line ends with the Löwdin charge.
Positions of all 17 atoms, in Å:
1 C 1.3007 -0.8898 -1.6783  -0.0914
2 C -1.7565 -0.0468 0.2588  -0.3641
3 N -1.4467 -0.5257 1.5620  0.0356
4 N -1.5587 -1.0215 -0.8538  -0.0550
5 O 1.9822 -0.1765 -0.7168  -0.3608
6 Si 3.2264 0.6805 -0.3430  1.0340
7 H 1.4182 -0.4590 -2.6379  0.0682
8 H -1.0836 0.8407 -0.0453  0.1097
9 H 1.3818 -1.9929 -1.5624  0.1245
10 H -2.8587 0.2931 0.2138  0.1277
11 H -1.9732 -1.0703 2.1441  0.0475
12 H -0.5577 -0.1941 1.8322  0.0515
13 H -2.1765 -0.9335 -1.6501  0.0739
14 H -1.6596 -1.9193 -0.4166  0.0618
15 H 0.2404 -0.1360 -1.3564  0.1759
16 H 4.0509 1.3540 -1.2746  -0.0311
17 H 3.4615 0.6542 1.0946  -0.0080

## Properties
Strongest force on any atom   0.1137 hartree/bohr
ΔE to the lowest compared entry with this formula, charge and spin   344.94 kJ/mol
LUMO energy   -6.0 eV
Orbital gap   0.2068 hartree
Total charge   +1

Density functional theory data (ωB97M-V with the def2-TZVPD basis set) for a 2-piece molecular cluster, C2H11N2Si overall in a non-equilibrium geometry.

Each line ends with the Löwdin charge.
Positions of all 16 atoms, in Å:
1 C -0.3735 0.0984 -1.4329  -0.1209
2 C 0.5354 -0.0366 -0.3277  -0.5150
3 N -1.2132 0.9132 1.0984  0.0433
4 N 1.3238 0.9216 -0.1440  0.1602
5 Si 0.7061 -1.8859 0.5169  0.7980
6 H -0.0018 -0.6562 -2.1994  0.1246
7 H -1.4185 -0.1648 -1.2515  0.0838
8 H -0.3763 1.0759 -2.0473  0.1301
9 H -2.0566 0.8755 0.5126  0.0546
10 H -1.5160 0.4391 1.9101  0.0298
11 H 1.0694 1.7438 -0.6900  0.1428
12 H 2.0299 1.0021 0.5844  0.1526
13 H -1.0004 1.9408 1.2355  0.0938
14 H -0.5517 -2.5821 0.3995  -0.0636
15 H 1.0009 -1.3154 1.9682  -0.0247
16 H 1.8425 -2.3694 -0.1327  -0.0893

## Properties
Strongest force on any atom   0.0826 hartree/bohr
ΔE to the lowest compared entry with this formula, charge and spin   71.88 kJ/mol
LUMO energy   -3.6 eV
Orbital gap   0.4040 hartree
Total charge   +1

Question: Among the records above, which one has the lowest strongest force on any atom?
Answer: C2H11N2Si